{"formula": "C22H57N4O21P5", "method": "ωB97M-V/def2-TZVPD", "gap_ev": 8.999, "charge": 0, "e_tot_ev": -119151.6766, "e_lumo_ev": 0.4, "homo_energy_ev": -8.56, "smiles": "N#C[C@@H](N)[C@H](C#N)C[C@H](O)CN.COP(=O)(OC)OC.COP(=O)(OC)OC.COP(=O)(OC)OC.COP(=O)(OC)OC.COP(=O)(OC)OC", "species": ["N", "C", "C", "N", "C", "C", "N", "C", "C", "O", "C", "N", "H", "H", "H", "H", "H", "H", "H", "H", "H", "H", "H", "H", "C", "O", "P", "O", "O", "C", "O", "C", "H", "H", "H", "H", "H", "H", "H", "H", "H", "C", "O", "P", "O", "O", "C", "O", "C", "H", "H", "H", "H", "H", "H", "H", "H", "H", "C", "O", "P", "O", "O", "C", "O", "C", "H", "H", "H", "H", "H", "H", "H", "H", "H", "C", "O", "P", "O", "O", "C", "O", "C", "H", "H", "H", "H", "H", "H", "H", "H", "H", "C", "O", "P", "O", "O", "C", "O", "C", "H", "H", "H", "H", "H", "H", "H", "H", "H"], "coordinates": [[4.1772, -0.5179, -1.0297], [4.1467, 0.2933, -1.8358], [4.0413, 1.3243, -2.8902], [3.8500, 0.7308, -4.2111], [2.9436, 2.3591, -2.5330], [3.3178, 2.9881, -1.2553], [3.6052, 3.4569, -0.2513], [1.5100, 1.8057, -2.4037], [0.8114, 1.4425, -3.7154], [0.2516, 2.6207, -4.3149], [-0.3195, 0.4353, -3.4967], [0.0488, -0.8684, -4.0636], [5.0018, 1.8481, -2.9111], [3.3188, -0.1313, -4.1646], [4.7447, 0.4975, -4.6239], [2.9781, 3.1442, -3.2963], [1.5051, 0.9693, -1.6943], [0.8958, 2.5777, -1.9361], [1.5151, 1.0112, -4.4315], [0.9267, 3.0547, -4.8419], [-0.5756, 0.3715, -2.4317], [-1.1970, 0.8209, -4.0198], [1.0139, -1.0865, -3.8328], [-0.5140, -1.6183, -3.6724], [-3.4626, 3.7631, 0.1151], [-2.4260, 3.9772, 1.0844], [-1.2024, 2.9690, 1.0538], [-0.6256, 2.6837, -0.2608], [-1.7180, 1.6351, 1.7391], [-2.4986, 1.7290, 2.9425], [-0.2879, 3.6967, 2.1076], [1.0249, 3.1456, 2.3543], [-4.3477, 4.2726, 0.4863], [-3.1620, 4.1780, -0.8453], [-3.6795, 2.7003, -0.0026], [-3.5572, 1.7906, 2.7048], [-2.2022, 2.5979, 3.5312], [-2.3123, 0.8268, 3.5193], [0.9572, 2.3470, 3.0901], [1.6295, 3.9519, 2.7570], [1.4697, 2.7886, 1.4273], [3.6205, -5.4384, -6.3854], [3.1044, -5.3277, -5.0510], [3.7682, -4.2299, -4.1180], [3.9674, -2.9100, -4.7190], [5.1436, -4.8501, -3.6245], [5.1949, -6.2146, -3.1917], [2.7651, -4.3270, -2.9079], [2.9824, -3.4379, -1.7903], [3.3318, -6.4199, -6.7521], [3.1917, -4.6601, -7.0151], [4.7077, -5.3485, -6.3998], [5.4204, -6.8616, -4.0388], [4.2533, -6.5233, -2.7375], [5.9929, -6.2857, -2.4572], [3.6294, -3.9121, -1.0540], [2.0080, -3.2396, -1.3543], [3.4356, -2.5080, -2.1247], [-8.1415, 1.0959, 5.3888], [-7.5339, 2.3610, 5.7018], [-5.9760, 2.4880, 5.4655], [-5.4427, 1.9567, 4.2143], [-5.2825, 1.7914, 6.7157], [-5.7968, 2.0179, 8.0330], [-5.8381, 4.0446, 5.6996], [-4.5506, 4.6427, 5.4709], [-9.0856, 1.0637, 5.9251], [-8.3149, 1.0265, 4.3172], [-7.5102, 0.2650, 5.7064], [-6.5511, 1.2678, 8.2680], [-6.2320, 3.0131, 8.1248], [-4.9619, 1.9214, 8.7225], [-3.9261, 4.5287, 6.3570], [-4.7256, 5.6967, 5.2771], [-4.0631, 4.1894, 4.6083], [0.2409, 3.1352, 8.1701], [1.6622, 2.9463, 8.0870], [2.1990, 2.0967, 6.8639], [1.6291, 2.3864, 5.5518], [1.9727, 0.5727, 7.2575], [2.2755, 0.1250, 8.5832], [3.7422, 2.3741, 7.0583], [4.6418, 1.8487, 6.0668], [0.0227, 3.4057, 9.1996], [-0.0637, 3.9352, 7.4982], [-0.2959, 2.2219, 7.9087], [1.3949, 0.2264, 9.2167], [3.1016, 0.6899, 9.0155], [2.5513, -0.9239, 8.5104], [4.8789, 0.8098, 6.2952], [5.5437, 2.4515, 6.1132], [4.2027, 1.9218, 5.0726], [0.4943, -2.3657, -6.3092], [-0.5647, -2.7639, -7.1988], [-1.7518, -3.5792, -6.5503], [-2.3131, -3.0835, -5.2972], [-1.2177, -5.0694, -6.3780], [-0.4280, -5.6679, -7.4075], [-2.7120, -3.6099, -7.8093], [-4.0060, -4.2059, -7.6392], [1.3632, -2.1418, -6.9226], [0.1884, -1.4815, -5.7547], [0.7438, -3.1713, -5.6139], [0.6274, -5.4671, -7.2225], [-0.7030, -5.2909, -8.3929], [-0.6058, -6.7400, -7.3655], [-3.9373, -5.2870, -7.7630], [-4.6475, -3.7880, -8.4098], [-4.4112, -3.9688, -6.6560]], "mulliken_charge": [-0.60, 0.19, 0.08, -0.51, 0.23, -0.02, -0.56, -0.93, -0.02, -0.62, -1.16, -0.33, 0.55, -0.02, 0.37, 0.57, 0.54, 0.27, 0.64, 0.35, 0.39, 0.36, 0.00, 0.26, -0.73, -0.32, 0.42, -0.25, -0.24, -0.71, -0.32, -0.37, 0.25, 0.26, 0.34, 0.31, 0.30, 0.37, 0.24, 0.23, 0.10, -0.81, -0.25, 1.21, -0.71, -0.35, -0.69, -0.33, -0.54, 0.28, 0.25, 0.39, 0.25, 0.33, 0.25, 0.29, 0.29, 0.08, -0.68, -0.32, 0.94, -0.58, -0.22, -0.68, -0.31, -0.51, 0.24, 0.27, 0.33, 0.25, 0.35, 0.24, 0.25, 0.25, 0.17, -0.69, -0.32, 0.78, -0.34, -0.27, -0.67, -0.33, -0.65, 0.27, 0.26, 0.32, 0.24, 0.34, 0.26, 0.27, 0.23, 0.30, -0.68, -0.41, 1.11, -0.71, -0.28, -0.40, -0.31, -0.72, 0.32, 0.57, 0.20, -0.04, 0.36, 0.29, 0.26, 0.23, 0.34]}

=====

{"formula": "C22H58N2O8", "method": "ωB97M-V/def2-TZVPD", "gap_ev": 8.566, "charge": 0, "e_tot_ev": -43110.9243, "e_lumo_ev": 0.3, "homo_energy_ev": -8.26, "smiles": "CC1(C)CCCC(C)(C)N1O.CC1(C)CCCC(C)(C)N1O.CO.CO.CO.CO.O.O", "species": ["C", "C", "C", "C", "C", "C", "C", "C", "C", "N", "O", "H", "H", "H", "H", "H", "H", "H", "H", "H", "H", "H", "H", "H", "H", "H", "H", "H", "H", "H", "C", "C", "C", "C", "C", "C", "C", "C", "C", "N", "O", "H", "H", "H", "H", "H", "H", "H", "H", "H", "H", "H", "H", "H", "H", "H", "H", "H", "H", "H", "C", "O", "H", "H", "H", "H", "C", "O", "H", "H", "H", "H", "C", "O", "H", "H", "H", "H", "C", "O", "H", "H", "H", "H", "O", "H", "H", "O", "H", "H"], "coordinates": [[-3.7378, -4.3808, 3.6298], [-3.8761, -3.0127, 2.9458], [-3.9439, -3.2297, 1.4082], [-5.1613, -2.3648, 3.4795], [-5.0419, -1.7243, 4.8817], [-3.8787, -0.7363, 4.9459], [-2.5406, -1.3408, 4.4508], [-1.5185, -0.2131, 4.2037], [-1.9749, -2.2325, 5.5141], [-2.7995, -1.9981, 3.1648], [-1.5755, -2.5355, 2.5814], [-4.0941, -4.4084, 4.6355], [-4.3525, -5.1041, 3.0649], [-2.7223, -4.8187, 3.7099], [-4.1044, -2.2562, 0.9881], [-3.0208, -3.7102, 1.1610], [-4.8018, -3.8910, 1.2079], [-5.4100, -1.5485, 2.7743], [-5.8480, -3.1790, 3.4295], [-5.9944, -1.2933, 5.1773], [-4.8764, -2.5317, 5.5885], [-3.6362, -0.3848, 5.9365], [-4.0964, 0.1510, 4.3591], [-0.5346, -0.5024, 3.7655], [-1.4427, 0.2533, 5.1901], [-1.8918, 0.5841, 3.5638], [-1.3452, -1.6522, 6.2032], [-1.2842, -2.9432, 5.0101], [-2.7385, -2.7918, 6.1098], [-1.2731, -1.7898, 2.0245], [2.5525, 3.0712, -5.7666], [2.7944, 1.5954, -5.8483], [1.6050, 1.0082, -6.6586], [4.1978, 1.4155, -6.5387], [5.3446, 1.6814, -5.6718], [5.2982, 0.9071, -4.3920], [3.9941, 1.1374, -3.6228], [3.7270, 0.0788, -2.5298], [4.0725, 2.4931, -3.0281], [2.9049, 0.8157, -4.5968], [1.6803, 1.0472, -3.8452], [2.5156, 3.4367, -6.8199], [1.6247, 3.4083, -5.3349], [3.3925, 3.6682, -5.3282], [1.4956, 1.6796, -7.5379], [1.7778, -0.0010, -6.9284], [0.7420, 1.0602, -6.0393], [4.2874, 0.3865, -6.9020], [4.2293, 2.0369, -7.4377], [6.2728, 1.3998, -6.1650], [5.4791, 2.7280, -5.4258], [6.2286, 1.0942, -3.8247], [5.3078, -0.1876, -4.5853], [2.7038, 0.1809, -2.2155], [4.3624, 0.2449, -1.6450], [4.0071, -0.8953, -2.9587], [3.0972, 2.8427, -2.6632], [4.5246, 3.2809, -3.6213], [4.6263, 2.3805, -2.0957], [1.3101, 0.1357, -3.8420], [-0.3109, 2.2951, -1.0945], [-0.9373, 2.1254, -2.3622], [-0.0619, 3.3307, -0.9158], [-1.0766, 2.0985, -0.3585], [0.4947, 1.5826, -0.9302], [-0.2477, 2.2821, -3.0332], [2.2142, -1.5611, 3.2028], [3.3240, -1.1935, 3.9983], [1.2965, -1.2512, 3.6823], [2.2551, -1.1354, 2.1877], [2.2515, -2.6970, 3.2323], [3.4495, -0.2568, 3.9271], [-0.0640, -1.0675, 0.0003], [-0.2704, -0.4794, 1.3191], [-0.2133, -2.1946, 0.0758], [-0.7964, -0.6942, -0.6903], [0.9327, -0.9075, -0.3731], [-1.0121, 0.0844, 1.2552], [0.1413, 2.9104, 2.8894], [0.8929, 1.7402, 3.1119], [-0.0454, 3.4321, 3.8478], [0.7102, 3.5790, 2.2329], [-0.8437, 2.6818, 2.4916], [0.7370, 1.1092, 2.4178], [-2.8959, 1.0562, 1.4795], [-3.2468, 0.5045, 2.1742], [-3.3800, 0.8252, 0.6535], [-3.4076, 1.0957, -1.5046], [-2.6202, 1.5256, -1.9391], [-3.9094, 0.6340, -2.2139]], "mulliken_charge": [-1.63, 1.15, -1.97, -1.13, -0.72, -1.14, 1.64, -0.90, -1.90, 1.10, -0.65, 0.39, 0.46, 0.23, 0.30, 0.45, 0.50, 0.31, 0.44, 0.42, 0.29, 0.45, 0.34, -0.59, 0.67, 0.01, 0.49, 0.33, 0.27, 0.44, -1.60, 1.52, -1.92, -0.99, -0.51, -1.18, 1.77, -1.82, -1.72, -0.21, -0.20, 0.47, 0.28, 0.31, 0.40, 0.42, 0.40, 0.33, 0.37, 0.39, 0.33, 0.32, 0.37, 0.34, 0.44, 0.37, 0.23, 0.32, 0.49, 0.31, -0.22, -0.61, 0.44, -0.03, 0.12, 0.21, 0.03, -0.57, -0.03, -0.02, 0.25, 0.30, -0.71, 0.11, 0.28, 0.36, 0.11, 0.10, -0.56, -0.48, 0.26, 0.27, 0.15, 0.22, -0.58, 0.18, 0.30, -0.65, 0.37, 0.29]}

=====

{"formula": "C22H59BF4N5O6PdSi5", "method": "ωB97M-V/def2-TZVPD", "gap_ev": [5.551, 7.507], "s_squared": 2.017, "charge": -1, "e_tot_ev": -97934.0685, "spin_multiplicity": 3, "e_lumo_ev": [1.8, 1.2], "homo_energy_ev": [-3.76, -6.27], "species": ["Pd", "N", "N", "C", "N", "N", "N", "O", "O", "H", "H", "H", "H", "H", "C", "C", "C", "C", "O", "Si", "O", "O", "C", "C", "C", "C", "O", "C", "C", "C", "C", "H", "H", "H", "H", "H", "H", "H", "H", "H", "H", "H", "H", "H", "H", "H", "H", "H", "H", "H", "H", "H", "H", "H", "H", "H", "H", "H", "C", "Si", "C", "C", "Si", "Si", "C", "C", "C", "Si", "C", "C", "C", "H", "H", "H", "H", "H", "H", "H", "H", "H", "H", "H", "H", "H", "H", "H", "H", "H", "H", "H", "H", "H", "H", "H", "H", "H", "H", "H", "F", "B", "F", "F", "F"], "coordinates": [[0.8028, -0.4518, 0.6231], [3.8494, -0.7158, -0.1625], [4.2942, -1.4134, 0.9884], [3.4992, -1.2853, 2.1187], [4.0284, -1.8112, 3.2747], [2.3305, -0.6886, 2.0506], [1.6509, -0.3211, 3.1283], [2.1216, -0.3462, 4.3011], [0.4755, 0.1361, 2.8635], [3.0654, -1.1870, -0.6106], [4.6189, -0.7355, -0.8237], [4.5207, -2.3945, 0.8034], [5.0354, -1.8007, 3.3166], [3.5440, -1.4224, 4.0913], [0.0177, -3.5826, 1.3065], [-1.3147, -3.0020, 1.7854], [-1.2829, -2.7480, 3.2992], [-2.4540, -3.9650, 1.4391], [-1.4797, -1.7310, 1.1891], [-1.8259, -1.2433, -0.3500], [-0.7559, -0.1528, -0.7580], [-3.3504, -0.5941, -0.3677], [-3.9521, 0.1562, 0.6624], [-2.9665, 1.1241, 1.3198], [-4.5007, -0.8070, 1.7204], [-5.1151, 0.9322, 0.0293], [-1.9179, -2.5920, -1.2518], [-2.3948, -2.8158, -2.5532], [-1.9345, -1.7217, -3.5141], [-3.9268, -2.8616, -2.5079], [-1.8129, -4.1656, -2.9863], [0.2565, -4.5161, 1.8115], [0.8236, -2.8594, 1.5047], [-0.0385, -3.7612, 0.2348], [-0.9462, -3.6307, 3.8360], [-2.2735, -2.4739, 3.6576], [-0.6115, -1.9184, 3.5075], [-2.3010, -4.9184, 1.9416], [-2.4763, -4.1249, 0.3671], [-3.4106, -3.5542, 1.7523], [-2.1361, 0.5675, 1.7481], [-3.4702, 1.6842, 2.1050], [-2.5639, 1.8098, 0.5802], [-3.6618, -1.2831, 2.2126], [-5.1134, -1.5658, 1.2382], [-5.0945, -0.2761, 2.4602], [-4.7452, 1.5827, -0.7568], [-5.6076, 1.5312, 0.7910], [-5.8309, 0.2394, -0.4083], [-2.4107, -0.7833, -3.2508], [-2.1859, -1.9876, -4.5392], [-0.8604, -1.5986, -3.4213], [-4.2826, -1.9310, -2.0746], [-4.2567, -3.6857, -1.8782], [-4.3394, -2.9866, -3.5062], [-0.7301, -4.1221, -2.9121], [-2.1013, -4.3975, -4.0086], [-2.1693, -4.9530, -2.3256], [-2.3357, 2.0690, -2.2042], [-0.4412, 2.3081, -1.9697], [-0.3233, 4.2399, -2.1091], [0.3790, 1.5799, -3.5447], [1.0735, 1.7650, -0.1369], [0.9434, 3.0020, 2.0076], [1.1157, 4.8587, 1.4969], [2.5357, 2.6870, 3.0488], [-0.5672, 3.0061, 3.1943], [3.4316, 2.1107, -0.9709], [3.5101, 3.9571, -1.5583], [4.8946, 2.1226, 0.2910], [3.9835, 1.1594, -2.5583], [-2.6076, 2.1192, -3.2576], [-2.9123, 2.8348, -1.6892], [-2.6405, 1.0988, -1.8331], [-0.7991, 4.5982, -3.0154], [0.7006, 4.5888, -2.1184], [-0.8164, 4.7302, -1.2763], [-0.2512, 1.6708, -4.4245], [0.5737, 0.5256, -3.3910], [1.3253, 2.0585, -3.7695], [2.0904, 5.0633, 1.0679], [1.0014, 5.5075, 2.3602], [0.3732, 5.1551, 0.7654], [3.0645, 3.6055, 3.2880], [3.2263, 2.0475, 2.5090], [2.3068, 2.1876, 3.9848], [-1.4659, 3.3510, 2.6925], [-0.3914, 3.6582, 4.0472], [-0.7423, 2.0017, 3.5646], [3.1736, 4.6382, -0.7849], [2.8969, 4.1377, -2.4339], [4.5281, 4.2399, -1.8145], [4.8568, 3.0159, 0.9058], [5.8600, 2.1160, -0.2094], [4.8673, 1.2653, 0.9504], [3.6893, 1.7020, -3.4515], [3.5241, 0.1800, -2.6165], [5.0615, 1.0241, -2.6050], [1.3427, -2.1425, -1.0951], [2.1919, -3.2051, -1.5247], [3.0268, -2.6934, -2.4984], [1.4576, -4.2554, -1.9834], [2.9541, -3.5669, -0.4241]], "mulliken_spin": [0.79, 0.01, 0.02, 0.17, 0.04, 0.01, 0.35, 0.25, 0.31, 0.00, 0.00, 0.01, 0.01, 0.00, -0.01, 0.00, -0.01, 0.00, 0.04, -0.01, 0.05, 0.00, 0.00, -0.01, 0.00, 0.00, 0.00, 0.00, 0.00, 0.00, 0.00, 0.00, 0.01, 0.00, 0.00, 0.00, 0.01, 0.00, 0.00, 0.00, -0.01, 0.00, 0.00, 0.00, 0.00, 0.00, 0.00, 0.00, 0.00, 0.00, 0.00, 0.00, 0.00, 0.00, 0.00, 0.00, 0.00, 0.00, 0.00, -0.01, 0.00, 0.00, -0.03, -0.01, 0.00, 0.01, 0.00, 0.01, 0.00, 0.00, 0.00, 0.00, 0.00, 0.00, 0.00, 0.00, 0.00, 0.00, 0.00, 0.00, 0.00, 0.00, 0.00, 0.00, 0.00, -0.01, 0.00, 0.00, 0.00, 0.00, 0.00, 0.00, 0.00, 0.00, 0.00, 0.00, 0.00, 0.00, -0.02, 0.00, 0.00, 0.00, 0.00]}